Entry from OMol25: a structure of composition C61H40BrN5O2STi (the ωB97M-V functional and the def2-TZVPD basis).

Element x y z (Å)
Ti 0.06887 0.49699 0.14250
C 2.05913 7.55875 3.28129
C 2.94366 6.49168 3.22393
C 2.53524 5.27389 2.69575
C 1.23618 5.09291 2.22797
C 0.35974 6.17687 2.28575
C 0.76323 7.39607 2.80730
C 0.79040 3.78721 1.67166
C 0.60232 2.73535 2.49670
C 0.82043 2.81874 3.93525
C 0.53259 1.62384 4.45211
C 0.09084 0.76549 3.35104
N 0.18419 1.45332 2.14267
C -0.43086 -0.46267 3.60311
C -1.06123 -1.24248 2.56945
C -1.72263 -2.38936 2.85001
C -3.03887 -2.54838 0.67864
C -2.11314 -2.10301 -0.17021
C -2.39221 -1.88255 -1.56520
C -3.29678 -2.83983 -2.22452
C -3.06298 -4.21988 -2.13557
C -3.91087 -5.13436 -2.73253
C -5.02638 -4.70451 -3.44589
C -5.27819 -3.34370 -3.54174
C -4.43202 -2.42752 -2.93127
C -1.90870 -0.78434 -2.22028
N -1.23641 0.30742 -1.71182
C -0.88659 1.06084 -2.84224
C -0.19770 2.22081 -2.88930
C 0.13709 2.80612 -4.21675
C -0.80865 3.48078 -4.98312
C -0.47349 4.01787 -6.21954
C 0.82027 3.89373 -6.70467
C 1.77499 3.22786 -5.94495
C 1.43551 2.69235 -4.71255
C 0.24214 2.98650 -1.76098
C 0.68323 4.30107 -1.89022
C 0.91294 4.77270 -0.60076
C 0.60534 3.72001 0.25730
N 0.18710 2.59467 -0.43388
C -1.36441 0.40731 -4.05125
C -2.01344 -0.69327 -3.67712
N -0.89467 -0.73919 1.27769
C -0.40816 -1.00021 4.98585
C -1.53311 -0.96676 5.80924
C -1.48328 -1.45886 7.10474
C -0.30380 -2.00109 7.60075
C 0.81923 -2.05183 6.78738
C 0.76392 -1.56141 5.48986
H 2.37612 8.51080 3.69050
H 3.95861 6.60722 3.58595
H 3.22568 4.44082 2.64147
H -0.64787 6.04643 1.91051
H 0.06300 8.22248 2.84591
H 1.13804 3.70862 4.45571
H 0.56038 1.32299 5.48703
H -1.64953 -2.75345 3.86744
H -4.04030 -2.71397 0.29579
H -2.19255 -4.56113 -1.59006
H -3.69526 -6.19401 -2.65048
H -5.68812 -5.42166 -3.91721
H -6.14801 -2.98884 -4.08378
H -4.64948 -1.36785 -2.98861
H -1.81628 3.57615 -4.59643
H -1.22536 4.53640 -6.80357
H 1.08455 4.31167 -7.66917
H 2.78709 3.11979 -6.31686
H 2.17405 2.16959 -4.11573
H 0.79278 4.83714 -2.81871
H 1.27490 5.74267 -0.30245
H -1.18745 0.76257 -5.05409
H -2.46677 -1.44260 -4.30452
H -2.45129 -0.54426 5.41873
H -2.36715 -1.41653 7.73095
H -0.26249 -2.38320 8.61412
H 1.74275 -2.47794 7.16175
H 1.63037 -1.60169 4.84032
C -4.02746 -3.19603 2.85862
C -2.73791 -3.13851 2.02392
C -2.34080 -4.55385 1.65650
C -1.28886 -4.91083 0.92095
C -0.07131 -4.17588 0.52205
C 1.00543 -5.06450 0.34130
C 2.31330 -4.63586 0.34076
C 2.56952 -3.30193 0.58814
C 1.53908 -2.37046 0.70726
S 2.00948 -0.74829 1.15335
C 0.19682 -2.78681 0.52947
N -0.79355 -1.75810 0.31817
H -4.81493 -3.72571 2.31387
H -4.37420 -2.18656 3.08315
H -3.84761 -3.71874 3.80140
H -3.04988 -5.33696 1.91671
H -1.21822 -5.96938 0.68686
H 0.78273 -6.12251 0.26859
H 3.12767 -5.33659 0.19835
H 3.58596 -2.93638 0.66510
Br 7.57107 -0.12787 -4.19765
C 5.78823 -0.27065 -3.52473
C 5.04352 -1.39542 -3.83558
C 3.74894 -1.48784 -3.34860
C 3.21311 -0.47517 -2.56291
C 3.98610 0.63941 -2.25718
C 5.28138 0.75176 -2.74163
C 1.79020 -0.60894 -2.05302
O 1.13710 -1.59657 -2.34622
O 1.42732 0.38820 -1.32793
H 5.46852 -2.18103 -4.44560
H 3.12665 -2.34664 -3.56422
H 3.55530 1.41331 -1.63565
H 5.88688 1.61718 -2.50970

Computed properties:
E_HOMO: -0.546 eV
Molecular weight: 1034.86 g mol⁻¹
Net charge: -2
Largest force on an atom: 0.012 Eh/bohr
Multiplicity: 1
Energy: -179448.558 eV
Frontier orbital gap: 4.18 eV

=====

Entry from OMol25: a cluster of 10 separate species, C61H44FNO20S in total at a distorted geometry (the ωB97M-V functional and the def2-TZVPD basis).

Element x y z (Å)
O 0.38837 2.46951 3.82741
S -0.47124 3.63497 3.19950
O 0.13515 4.97416 3.77355
F -2.11894 3.60106 3.67726
N -0.20219 3.68931 1.47450
C -1.19979 2.86187 0.69489
C -0.52729 1.70182 -0.25934
C -1.46837 0.34244 -0.50754
C -0.95072 -0.93904 -1.38963
C 0.55832 -0.87832 -2.05794
C 1.48692 0.47916 -1.85295
C 0.95199 1.76130 -0.96406
H 0.78799 3.32112 1.34862
H -1.85649 2.27634 1.50102
H -1.98796 3.52543 0.09569
H -2.54906 0.30775 -0.00549
H -1.67050 -1.85621 -1.52028
H 1.00021 -1.79066 -2.68548
H 2.55462 0.55434 -2.33833
H 1.59793 2.74573 -0.77128
C -2.24817 1.60358 6.65646
C -1.13015 0.94587 6.33435
C -0.62676 -0.16347 7.16813
O 0.39754 -0.76470 6.87515
C -1.40715 -0.51868 8.37005
C -2.52518 0.13903 8.69216
C -3.02857 1.24837 7.85838
O -4.05287 1.84960 8.15136
H -2.63077 2.42003 6.05624
H -0.54694 1.19393 5.45563
H -1.02455 -1.33513 8.97028
H -3.10839 -0.10903 9.57088
C 5.17122 2.64259 -0.37591
C 6.28925 1.98488 -0.69802
C 6.79264 0.87555 0.13576
O 7.81694 0.27431 -0.15722
C 6.01225 0.52033 1.33768
C 4.89422 1.17804 1.65979
C 4.39083 2.28738 0.82601
O 3.36653 2.88861 1.11899
H 4.78863 3.45905 -0.97613
H 6.87246 2.23294 -1.57674
H 6.39485 -0.29612 1.93791
H 4.31101 0.92998 2.53851
C -2.65962 1.28870 -5.10896
C -3.12928 1.51583 -3.87845
C -2.73417 2.71744 -3.11738
O -3.16199 2.92512 -1.99028
C -1.80177 3.65860 -3.76904
C -1.33211 3.43147 -4.99955
C -1.72722 2.22986 -5.76062
O -1.29940 2.02218 -6.88772
H -2.93876 0.41202 -5.68059
H -3.81444 0.83546 -3.38705
H -1.52263 4.53528 -3.19741
H -0.64695 4.11184 -5.49095
C 6.63471 -0.22526 -4.79318
C 5.94914 0.55045 -3.94784
C 4.93439 1.50516 -4.43571
O 4.30785 2.21697 -3.66286
C 4.70557 1.56825 -5.89292
C 5.39114 0.79254 -6.73825
C 6.40589 -0.16218 -6.25039
O 7.03243 -0.87398 -7.02323
H 7.38294 -0.93024 -4.45199
H 6.10489 0.51545 -2.87624
H 3.95734 2.27323 -6.23411
H 5.23539 0.82754 -7.80986
C -3.50873 1.30539 -9.04493
C -3.05984 1.54780 -10.28027
C -3.20266 0.54820 -11.35712
O -2.79031 0.76843 -12.48759
C -3.86180 -0.72826 -11.01654
C -4.31068 -0.97067 -9.78120
C -4.16787 0.02894 -8.70435
O -4.58022 -0.19130 -7.57388
H -3.41131 2.02742 -8.24340
H -2.57483 2.47942 -10.54609
H -3.95922 -1.45028 -11.81807
H -4.79570 -1.90229 -9.51538
C 0.12396 -3.51667 1.12872
C 1.36105 -3.19679 0.73681
C 2.40467 -2.83303 1.71546
O 3.53667 -2.53817 1.35750
C 2.02891 -2.83804 3.14325
C 0.79182 -3.15793 3.53516
C -0.25180 -3.52168 2.55651
O -1.38380 -3.81654 2.91447
H -0.65347 -3.78515 0.42390
H 1.65250 -3.18916 -0.30666
H 2.80634 -2.56957 3.84807
H 0.50037 -3.16555 4.57863
C -0.61334 -6.57768 8.82034
C -0.69202 -5.45240 9.53720
C -0.25488 -4.15709 8.98016
O -0.32467 -3.12698 9.63628
C 0.27075 -4.15321 7.60048
C 0.34943 -5.27849 6.88362
C -0.08771 -6.57380 7.44067
O -0.01792 -7.60391 6.78454
H -0.92896 -7.53611 9.21409
H -1.07590 -5.43861 10.55025
H 0.58637 -3.19478 7.20673
H 0.73331 -5.29228 5.87057
C -4.97265 -3.54354 11.93186
C -3.85462 -4.20125 11.60975
C -3.35123 -5.31059 12.44353
O -2.32693 -5.91182 12.15055
C -4.13162 -5.66580 13.64545
C -5.24965 -5.00809 13.96756
C -5.75304 -3.89875 13.13378
O -6.77734 -3.29752 13.42676
H -5.35524 -2.72709 11.33163
H -3.27141 -3.95319 10.73103
H -3.74903 -6.48225 14.24568
H -5.83286 -5.25615 14.84628
C -0.36198 4.51870 -12.76035
C 0.87511 4.83858 -13.15227
C 1.91873 5.20234 -12.17362
O 3.05073 5.49720 -12.53157
C 1.54297 5.19733 -10.74583
C 0.30587 4.87744 -10.35391
C -0.73774 4.51369 -11.33256
O -1.86974 4.21883 -10.97461
H -1.13941 4.25022 -13.46518
H 1.16656 4.84621 -14.19573
H 2.32040 5.46580 -10.04100
H 0.01443 4.86982 -9.31045

Computed properties:
E_HOMO: -9.097 eV
Molecular weight: 1162.07 g mol⁻¹
Net charge: 0
Largest force on an atom: 0.185 Eh/bohr
SMILES: O=S(=O)(F)NCc1ccccc1.O=C1C=CC(=O)C=C1.O=C1C=CC(=O)C=C1.O=C1C=CC(=O)C=C1.O=C1C=CC(=O)C=C1.O=C1C=CC(=O)C=C1.O=C1C=CC(=O)C=C1.O=C1C=CC(=O)C=C1.O=C1C=CC(=O)C=C1.O=C1C=CC(=O)C=C1
Multiplicity: 1
Energy: -119941.906 eV
Frontier orbital gap: 7.05 eV

=====

Entry from OMol25: a structure of composition C61H45F3IrN4O3P2S (the ωB97M-V functional and the def2-TZVPD basis).

Element x y z (Å)
Ir 0.02524 -0.61459 0.66589
O -3.69745 -3.52737 5.54414
C -3.20828 -2.47065 5.84270
O -3.07318 -1.59570 6.65980
C -2.41469 -1.88005 4.39735
C -1.54827 -0.83712 4.52786
C -0.89949 -0.40501 3.35207
N -1.18158 -1.06044 2.19654
C -2.04518 -2.08011 2.09175
C -2.70849 -2.54552 3.20003
C -2.17124 -2.57975 0.70219
C -3.08315 -3.54532 0.32424
C -3.15668 -3.92807 -1.00524
C -2.33796 -3.30746 -1.93349
C -1.46227 -2.33384 -1.49681
N -1.35123 -1.99415 -0.21011
C 0.03047 0.65383 3.18813
C 0.52816 1.42521 4.28587
C 1.36552 2.45465 4.09267
C 1.76139 2.90242 2.73268
C 1.16439 2.10026 1.54728
N 0.44488 0.88810 1.88882
H -1.38655 -0.36040 5.48206
H -3.40249 -3.36997 3.17500
H -3.73869 -3.98727 1.06132
H -3.86299 -4.68760 -1.31379
H -2.38720 -3.55246 -2.98524
H -0.84363 -1.78116 -2.18723
H 0.21818 1.15443 5.28666
H 1.74778 3.00846 4.94266
H 1.54783 3.96766 2.63301
H 0.54055 2.70786 0.88947
F 4.87861 -2.99549 2.43771
C 4.15980 -4.08623 2.77079
F 4.98271 -5.13424 2.71657
F 3.76762 -3.94065 4.03736
C 2.98815 -4.25832 1.82869
C 2.86956 -5.41898 1.08360
C 1.81322 -5.54867 0.19629
C 0.91918 -4.49535 0.07483
N 1.01522 -3.38155 0.78897
C 2.01881 -3.25499 1.67241
S 1.99517 -1.78037 2.58641
H 3.59875 -6.20911 1.19406
H 1.68893 -6.44641 -0.39347
H 0.09406 -4.54710 -0.62963
C -0.07589 1.87410 -5.64412
C 0.23069 2.94616 -4.57515
C 0.51648 4.27765 -5.26783
C 1.42695 2.46048 -3.76348
C 2.74530 2.73277 -4.10096
C 3.80902 2.14674 -3.42365
C 3.56329 1.25802 -2.39536
C 2.25226 0.98025 -2.00892
P 1.98983 -0.22121 -0.66016
C 2.81300 -1.68513 -1.36637
C 4.15711 -2.00511 -1.18863
C 4.71366 -3.09134 -1.85512
C 3.94421 -3.85274 -2.72025
C 2.61160 -3.52043 -2.93128
C 2.05235 -2.45211 -2.25020
C 3.00235 0.48720 0.66770
C 3.84807 -0.17192 1.49271
C 4.38757 0.45194 2.71376
C 4.07062 1.69193 3.06981
C 3.21428 2.57657 2.22177
C 2.60220 1.90059 0.97096
C 1.21490 1.60015 -2.69012
O -0.04850 1.31042 -2.25211
C -1.05395 2.20081 -2.54458
C -2.14257 2.18611 -1.68390
C -3.23017 3.00830 -1.97059
C -3.18606 3.85304 -3.06394
C -2.06027 3.87543 -3.87895
C -0.97230 3.04311 -3.64535
P -2.11878 1.17127 -0.17468
C -2.27433 2.40835 1.15667
C -1.93504 3.74387 0.93776
C -1.96025 4.65885 1.98329
C -2.33239 4.25649 3.25756
C -2.67235 2.93013 3.48806
C -2.63156 2.01342 2.44887
C -3.74267 0.33461 -0.31647
C -3.95109 -0.38784 -1.49558
C -5.13178 -1.08022 -1.70754
C -6.12835 -1.06657 -0.73866
C -5.94111 -0.33995 0.42652
C -4.75842 0.36133 0.63816
H 0.78058 1.74633 -6.30895
H -0.94019 2.17402 -6.23999
H -0.29711 0.91009 -5.17960
H 1.35589 4.18375 -5.95558
H 0.73963 5.06712 -4.54798
H -0.33441 4.58835 -5.87246
H 2.95974 3.40640 -4.91983
H 4.82575 2.37420 -3.71438
H 4.39074 0.77985 -1.88397
H 4.79921 -1.39218 -0.57311
H 5.76114 -3.32408 -1.71085
H 4.38658 -4.68968 -3.24545
H 2.01480 -4.08924 -3.63321
H 1.02072 -2.18444 -2.43403
H 4.20143 -1.16465 1.25448
H 5.03781 -0.15193 3.33374
H 4.47345 2.11142 3.98544
H 3.77123 3.48462 1.99006
H 2.72740 2.50569 0.07201
H -4.09964 2.99663 -1.32370
H -4.02381 4.50104 -3.28368
H -2.04454 4.55039 -4.72395
H -1.65959 4.07954 -0.05426
H -1.70612 5.69426 1.79454
H -2.36709 4.97482 4.06669
H -2.97335 2.61012 4.47847
H -2.89101 0.98167 2.64728
H -3.19794 -0.36419 -2.27762
H -5.28775 -1.61074 -2.63921
H -7.05642 -1.59853 -0.90480
H -6.72770 -0.29479 1.16909
H -4.66080 0.95721 1.53228

Computed properties:
E_HOMO (spin up / spin down): -11.503 / -12.953 eV
Molecular weight: 1225.28 g mol⁻¹
Net charge: +2
Largest force on an atom: 0.010 Eh/bohr
Multiplicity: 6
Energy: -116479.479 eV
Frontier orbital gap (spin up / spin down): 5.84 / 5.43 eV
Expectation value of S²: 8.8195

=====

Entry from OMol25: a structure of composition C61H45O2P2PdS4 at a distorted geometry (the ωB97M-V functional and the def2-TZVPD basis).

Element x y z (Å)
Pd 0.00574 -0.46049 0.14779
O -0.65046 2.12901 -0.94071
S 0.04294 2.17681 0.37449
C 1.36134 3.36691 0.09649
C 1.01424 4.65501 -0.23841
C 1.96304 5.67661 -0.37881
C 3.27604 5.36181 -0.14991
C 4.51084 6.21141 -0.13531
C 5.67714 5.22151 0.10499
C 5.02664 3.87591 0.21789
C 5.53814 2.61571 0.37009
C 4.64764 1.53571 0.42069
C 3.26904 1.66491 0.37419
P 2.34044 0.07601 0.28349
C 2.79734 -0.35579 -1.43321
C 3.96684 -1.01329 -1.79951
C 4.23574 -1.23619 -3.13941
C 3.34714 -0.80649 -4.11221
C 2.18064 -0.15009 -3.75031
C 1.90314 0.07911 -2.41371
C 3.24104 -1.07889 1.35119
C 3.15224 -2.43759 1.04959
C 3.69514 -3.37009 1.91079
C 4.32104 -2.95409 3.07769
C 4.38914 -1.60639 3.39549
C 3.83464 -0.67019 2.54299
C 2.71044 2.96291 0.21279
C 3.63324 4.02451 0.10979
C -1.07226 3.16111 1.38079
C -0.62556 4.15431 2.22029
C -1.50056 4.97461 2.94879
C -2.84716 4.76321 2.80999
C -4.03246 5.45121 3.41399
C -5.26356 4.68531 2.87219
C -4.69536 3.59991 2.01149
C -5.28426 2.57591 1.31729
C -4.45876 1.67201 0.63619
C -3.07866 1.77421 0.58549
P -2.21166 0.37041 -0.21091
C -2.54976 0.36451 -1.99541
C -1.66716 -0.38259 -2.77341
C -1.85126 -0.47499 -4.14011
C -2.92106 0.17231 -4.73761
C -3.78766 0.93091 -3.96751
C -3.59896 1.04511 -2.59981
C -3.21926 -0.99269 0.47859
C -4.28976 -1.61659 -0.14491
C -4.96456 -2.62899 0.51629
C -4.56376 -3.02419 1.78159
C -3.48886 -2.40779 2.40339
C -2.82256 -1.38859 1.75359
C -2.44706 2.84251 1.27859
C -3.29536 3.70801 1.99419
H -0.03106 4.88261 -0.38001
H 1.64544 6.67491 -0.63971
H 4.44864 6.95461 0.66339
H 4.62524 6.75621 -1.07381
H 6.22044 5.45621 1.02289
H 6.39944 5.24111 -0.71241
H 6.60054 2.43561 0.42629
H 5.06964 0.54471 0.49599
H 4.65774 -1.36559 -1.04681
H 5.14594 -1.74369 -3.42341
H 3.56594 -0.98449 -5.15471
H 1.48554 0.18101 -4.50791
H 0.99374 0.61051 -2.12491
H 2.64004 -2.75039 0.14549
H 3.60704 -4.42209 1.68089
H 4.74164 -3.68339 3.75039
H 4.86134 -1.28689 4.31369
H 3.86544 0.38021 2.79299
H 0.43564 4.33221 2.30889
H -1.10176 5.75111 3.58229
H -4.05376 6.50371 3.12849
H -3.97996 5.41241 4.50339
H -5.91816 5.33461 2.28809
H -5.86276 4.27001 3.68329
H -6.35316 2.43631 1.30319
H -4.93066 0.83731 0.13799
H -0.84416 -0.90449 -2.29411
H -1.16466 -1.05509 -4.74021
H -3.07726 0.09001 -5.80291
H -4.62046 1.43511 -4.43411
H -4.26036 1.66341 -2.01081
H -4.58316 -1.32669 -1.14501
H -5.79646 -3.12129 0.03719
H -5.08566 -3.82559 2.27969
H -3.16276 -2.73659 3.37839
H -1.97686 -0.87979 2.22669
O -0.37326 -2.32749 -0.74131
C -0.34076 -3.65329 -0.44541
C 0.13214 -3.95069 0.95649
C 0.49094 -5.13659 1.51849
C 0.83124 -5.01269 2.88299
C 0.71124 -3.74029 3.33799
S 0.18624 -2.65929 2.10629
C 0.56774 -4.30699 -1.48071
C 1.34794 -3.63629 -2.37271
C 2.06194 -4.49319 -3.23391
C 1.79034 -5.80139 -3.00981
S 0.66114 -6.01529 -1.73011
C -1.74046 -4.22899 -0.62821
C -2.59966 -3.92949 -1.64071
C -3.81416 -4.64519 -1.55401
C -3.85436 -5.47609 -0.48211
S -2.41896 -5.38769 0.45879
H 0.49804 -6.06649 0.97909
H 1.14264 -5.84319 3.48899
H 0.89714 -3.35909 4.32039
H 1.39954 -2.56439 -2.41921
H 2.75004 -4.13769 -3.97681
H 2.19284 -6.65349 -3.51681
H -2.36606 -3.22319 -2.41611
H -4.61976 -4.52279 -2.25581
H -4.63356 -6.14959 -0.18631

Computed properties:
E_HOMO (spin up / spin down): -9.676 / -9.676 eV
Molecular weight: 1106.66 g mol⁻¹
Net charge: +1
Largest force on an atom: 0.050 Eh/bohr
Multiplicity: 1
Energy: -133474.396 eV
Frontier orbital gap (spin up / spin down): 5.20 / 5.20 eV